The following is a DFT calculation (ωB97M-V with the def2-TZVPD basis set) of a cluster of 9 separate species, C18H27N9 in total.

## Properties
**E_tot**: -1194.81153 Ha
**Net charge**: 0
**Energy relative to the best compared isomer or geometry (same formula, charge and spin)**: 2.6 kcal/mol
**Gap between HOMO and LUMO**: 11.051 eV
**LUMO**: -0.01 eV
**Highest occupied orbital energy**: -0.40631 Ha
**Structure (SMILES)**: CC#N.CC#N.CC#N.CC#N.CC#N.CC#N.CC#N.CC#N.CC#N

Element x y z (Å)
N: 2.723 -3.950 -0.514
N: 3.610 5.271 1.852
N: 1.512 -0.611 -3.840
N: -0.417 -1.970 -1.045
N: -4.611 0.017 2.338
N: -1.458 2.634 1.621
N: 2.542 3.066 -1.183
N: -0.395 -5.945 1.108
N: -3.180 -3.521 0.799
C: 1.619 3.744 -1.112
C: 2.185 -3.945 -1.531
C: -1.884 3.310 2.447
C: 1.508 -3.939 -2.816
C: -2.282 -4.685 -1.344
C: -3.524 -0.339 2.368
C: 1.316 1.946 -4.341
C: -2.120 -0.725 2.403
C: -0.135 -0.871 -0.862
C: 3.099 4.252 1.970
C: -2.427 4.176 3.479
C: -2.768 -4.039 -0.140
C: 2.484 2.941 2.162
C: 0.108 -4.970 1.437
C: 1.437 0.508 -4.093
C: 0.730 -3.723 1.846
C: 0.218 0.515 -0.599
C: 0.492 4.655 -1.044
H: 0.179 -3.323 2.701
H: 0.375 2.119 -4.864
H: 1.301 2.445 -3.378
H: -0.051 4.521 -0.110
H: 2.237 -4.132 -3.602
H: -2.678 -5.697 -1.416
H: 2.048 2.876 3.154
H: -1.719 -0.423 3.373
H: -2.670 5.144 3.044
H: -1.574 -0.174 1.644
H: -1.197 -4.746 -1.318
H: 1.043 -2.966 -2.955
H: -3.325 3.735 3.906
H: 1.710 2.790 1.412
H: -0.306 1.182 -1.281
H: 3.250 2.188 1.987
H: -1.700 4.325 4.275
H: 0.725 -3.020 1.019
H: -2.595 -4.112 -2.216
H: 1.752 -3.903 2.173
H: 0.737 -4.705 -2.854
H: -0.171 4.498 -1.895
H: 1.285 0.656 -0.781
H: 2.131 2.275 -4.979
H: -2.009 -1.798 2.272
H: -0.017 0.764 0.432
H: 0.858 5.680 -1.105

Results of the Mulliken charge analysis, in e, for atoms 1 through 6: N -0.49; N -0.41; N -0.36; N -0.19; N -0.44; N -0.34